The following is a DFT calculation (wB97M-V/def2-TZVPD) of one molecule with the formula C18H22FN3O3.

Structure (XYZ):
```
47
Properties=species:S:1:pos:R:3:forces:R:3:nbo_charge:R:1
C -6.41769 -0.32344 1.07189 -0.2054 0.0009 -0.2650 -0.253
H -6.93971 0.05347 1.94757 0.0221 -0.0129 -0.0313 0.192
H -6.88749 -1.23936 0.70863 -0.0073 0.0856 0.0393 0.192
H -6.42600 0.41885 0.27087 -0.0365 -0.0457 0.0733 0.192
O -5.08578 -0.58092 1.48927 0.3579 -0.0501 0.1113 -0.526
C -4.27763 -1.10209 0.53608 -0.1730 -0.0572 0.3343 0.894
O -4.62440 -1.34369 -0.59012 -0.1933 -0.0251 -0.3783 -0.647
N -3.04961 -1.36084 1.05712 0.1820 0.0390 0.3950 -0.633
H -2.87644 -0.98978 1.97976 -0.0998 -0.0235 -0.0657 0.401
C -1.91007 -1.56753 0.19730 0.1556 0.0232 -0.0403 -0.224
H -2.29730 -1.86797 -0.77806 0.1270 -0.0389 0.0513 0.243
H -1.29873 -2.36731 0.62209 -0.0159 0.0075 -0.1383 0.197
C -1.08638 -0.26537 0.03789 -0.2306 0.0127 0.1532 -0.097
C -2.05685 0.85696 -0.17581 -0.0025 -0.1640 -0.8127 0.276
C -2.79797 1.22011 -1.25993 0.5029 -0.2303 0.4877 -0.296
C -3.60792 2.30221 -0.83660 -0.0154 0.1887 0.4982 -0.310
C -3.30399 2.51069 0.47119 -0.5128 0.3288 -0.4987 0.075
O -2.36334 1.64024 0.88272 0.2751 -0.1022 0.3448 -0.417
H -3.66782 3.21386 1.19358 0.0164 0.0637 0.1592 0.203
H -4.31923 2.84199 -1.42722 -0.1672 0.1662 -0.0615 0.229
H -2.76832 0.76753 -2.22806 0.0413 -0.1767 -0.2138 0.242
N -0.17853 -0.34102 -1.09989 -0.2148 0.0695 -0.0314 -0.436
C 0.60252 0.86622 -1.30203 0.1996 0.2637 0.1265 -0.225
C 1.76816 1.03176 -0.31241 -0.1702 0.0067 -0.2395 -0.237
N 2.61514 -0.13994 -0.37085 -0.4332 0.0284 -0.3140 -0.445
C 3.94820 -0.05602 0.00279 0.4917 0.0805 0.1326 0.169
C 4.82893 -1.09585 -0.32345 -0.1138 0.0791 0.0844 -0.223
C 6.17149 -1.02157 -0.01850 0.1864 0.1443 0.1632 -0.261
C 6.65781 0.10836 0.61344 -0.1083 0.0896 0.0199 0.357
C 5.82318 1.15737 0.94283 0.4053 -0.2058 -0.0347 -0.249
C 4.47703 1.07050 0.64227 -0.2701 -0.1663 -0.0589 -0.261
H 3.83599 1.88896 0.92753 -0.0886 0.0563 0.0107 0.217
H 6.22375 2.02735 1.43907 0.0636 0.0747 0.0486 0.226
F 7.97646 0.18675 0.91273 -0.0963 -0.0116 -0.0326 -0.330
H 6.84443 -1.82455 -0.27496 0.0845 -0.0681 -0.0255 0.228
H 4.46371 -1.96744 -0.84351 -0.0391 -0.0599 -0.0759 0.211
C 1.86812 -1.35573 -0.11443 -0.1793 -0.1386 -0.1652 -0.229
H 2.52155 -2.22222 -0.19246 -0.0472 0.0126 0.0334 0.214
C 0.72566 -1.47568 -1.13018 0.1460 -0.1731 0.1991 -0.223
H 0.17270 -2.39981 -0.97279 0.0166 -0.0501 -0.0205 0.204
H 1.15623 -1.50357 -2.13547 0.0309 -0.0994 0.0456 0.205
H 1.45281 -1.33838 0.90779 0.0518 -0.0684 0.0222 0.168
H 2.34498 1.90640 -0.61463 -0.0391 0.0064 0.0625 0.217
H 1.37663 1.20270 0.70392 0.0704 0.0717 0.0144 0.170
H -0.05532 1.73369 -1.23885 0.0581 -0.0070 -0.0524 0.219
H 1.01107 0.81419 -2.31490 0.0506 0.0872 0.0198 0.202
H -0.57004 -0.07009 0.99683 -0.0762 -0.0120 -0.0744 0.179
```
Positions in Å, forces in eV/Å.

## Properties
SMILES: COC(=O)NC[C@H](c1ccco1)N1CCN(c2ccc(F)cc2)CC1
Energy relative to the best compared isomer or geometry (same formula, charge and spin), kcal per mole: 16.83
Total energy, eV: -32352.910
2S+1: 1
Highest occupied orbital energy, eV: -7.77
Kohn-Sham gap, eV: 8.4177
LUMO energy, eV: 0.65